1.
The following is a quantum chemistry calculation of a structure of composition C21H16BrIN2O3RuS at a distorted geometry, from OMol25.

Structure (ORCA input):
```
! RIJCOSX wB97M-V def2-TZVPD def2/J DEFGRID3
* xyz 2 5
Ru -0.78 -0.49 -0.11
I -2.22 1.57 0.90
C -0.74 1.86 2.35
C -0.93 2.70 3.41
C 0.16 2.93 4.27
C 1.38 2.36 4.02
C 1.57 1.50 2.90
C 2.83 0.94 2.58
C 3.01 0.15 1.47
C 1.91 -0.15 0.65
C 0.65 0.32 0.98
C 0.46 1.22 2.07
H -1.88 3.20 3.58
H 0.03 3.58 5.13
H 2.22 2.56 4.67
H 3.68 1.18 3.21
H 3.98 -0.24 1.23
H 2.07 -0.77 -0.23
Br 0.02 -3.10 -0.18
C -1.25 -3.15 1.24
C -1.57 -4.31 1.88
C -2.50 -4.20 2.91
C -3.02 -2.96 3.24
C -2.62 -1.85 2.51
N -1.74 -1.95 1.51
H -1.14 -5.26 1.60
H -2.80 -5.09 3.45
H -3.73 -2.84 4.05
H -3.01 -0.86 2.73
N -1.63 -0.88 -2.19
C -0.66 -0.17 -3.02
C -0.38 1.16 -2.71
C 0.52 1.87 -3.50
C 1.12 1.19 -4.53
C 0.87 -0.13 -4.86
C -0.03 -0.82 -4.07
S 2.31 2.20 -5.66
O 3.30 1.28 -6.10
O 1.09 2.35 -6.52
O 2.70 3.35 -4.90
H -2.56 -0.49 -2.31
H -1.68 -1.85 -2.46
H -0.88 1.66 -1.90
H 0.75 2.91 -3.30
H 1.37 -0.60 -5.69
H -0.25 -1.86 -4.29
*
```

Summary:
- E_HOMO (alpha / beta): -14.57 / -14.86 eV
- LUMO energy (alpha / beta): -0.289 / -0.319 hartree
- ΔE to the lowest compared entry with this formula, charge and spin: 16.4 kcal per mole
- Kohn-Sham gap (alpha / beta): 6.7 / 6.2 eV

***

2.
The following is a quantum chemistry calculation of a structure of composition C21H16Cl37N3O2S at a distorted geometry, from OMol25.

Structure (ORCA input):
```
! RIJCOSX wB97M-V def2-TZVPD def2/J DEFGRID3
* xyz 0 1
O 2.16 5.43 -0.60
C 1.94 4.80 -1.53
N 1.61 4.16 -2.53
C 0.86 2.98 -2.14
C 1.42 2.07 -1.31
C 0.74 0.86 -0.91
C 1.49 -0.06 0.04
C 0.61 -0.55 1.18
O 0.84 -0.24 2.30
Cl -0.82 -1.58 0.90
C -0.50 0.61 -1.40
C -1.10 1.57 -2.24
N -2.32 1.48 -2.77
S -2.58 2.81 -3.63
N -1.16 3.57 -3.44
C -0.46 2.78 -2.65
H 2.41 2.25 -0.92
H 2.25 0.56 0.53
H 2.03 -0.85 -0.46
H -1.04 -0.29 -1.16
C 2.01 -4.10 0.44
Cl 0.91 -3.48 -0.80
Cl 2.14 -5.85 0.34
Cl 3.60 -3.34 0.29
H 1.60 -3.84 1.41
C 0.56 -2.54 4.65
Cl 1.09 -1.69 6.10
Cl 1.80 -3.68 4.11
Cl -0.97 -3.36 4.93
H 0.41 -1.81 3.86
C -4.61 -1.56 3.89
Cl -3.96 -1.73 5.52
Cl -5.66 -0.14 3.78
Cl -3.30 -1.46 2.71
H -5.20 -2.43 3.66
C 2.08 -5.05 -4.51
Cl 0.68 -4.09 -5.00
Cl 2.85 -4.35 -3.09
Cl 1.62 -6.73 -4.21
H 2.80 -5.05 -5.33
C -5.85 0.62 -1.32
Cl -6.02 -0.96 -0.55
Cl -4.76 1.65 -0.38
Cl -5.29 0.45 -2.98
H -6.83 1.09 -1.33
C -6.97 -3.51 7.61
Cl -6.75 -2.11 8.66
Cl -7.42 -3.00 5.98
Cl -5.52 -4.51 7.58
H -7.78 -4.10 8.01
C 4.26 -3.40 -7.88
Cl 2.89 -2.39 -8.33
Cl 5.04 -2.78 -6.42
Cl 3.76 -5.07 -7.62
H 4.98 -3.38 -8.68
C -2.08 -0.62 8.95
Cl -1.88 1.01 9.59
Cl -1.15 -1.78 9.90
Cl -3.79 -1.07 8.91
H -1.71 -0.63 7.94
C -9.96 0.68 -1.12
Cl -10.11 -0.90 -0.36
Cl -8.88 1.72 -0.19
Cl -9.38 0.52 -2.78
H -10.94 1.14 -1.15
C 6.04 3.58 -1.78
Cl 6.33 2.32 -0.57
Cl 4.37 4.16 -1.67
Cl 7.18 4.90 -1.59
H 6.17 3.14 -2.76
C 3.53 3.07 -6.21
Cl 4.38 1.61 -6.71
Cl 1.98 2.67 -5.49
Cl 4.53 4.02 -5.09
H 3.35 3.68 -7.09
C 9.15 6.45 1.47
Cl 9.24 7.73 0.25
Cl 7.51 6.31 2.10
Cl 9.69 4.92 0.79
H 9.81 6.71 2.29
*
```

Summary:
- E_HOMO: -9.13 eV
- LUMO energy: -0.029 hartree
- ΔE to the lowest compared entry with this formula, charge and spin: 0.0 kcal per mole
- Kohn-Sham gap: 8.4 eV

***

3.
The following is a quantum chemistry calculation of an isolated molecule of C21H16ClN3O4 at a distorted geometry, from OMol25.

Structure (ORCA input):
```
! RIJCOSX wB97M-V def2-TZVPD def2/J DEFGRID3
* xyz 0 1
C 0.73 1.90 1.93
O 1.30 0.73 1.40
C 0.49 -0.21 0.85
C -0.90 -0.19 0.89
C -1.64 -1.23 0.33
C -3.09 -1.16 0.38
N -3.80 -2.06 -0.18
N -5.15 -2.02 -0.19
C -6.05 -0.99 -0.10
O -7.24 -1.24 -0.02
C -5.54 0.40 -0.22
C -4.75 0.80 -1.30
C -4.35 2.12 -1.37
N -4.67 3.03 -0.46
C -5.43 2.66 0.55
C -5.91 1.37 0.72
C -0.99 -2.30 -0.28
C 0.39 -2.32 -0.34
C 1.13 -1.29 0.22
O 2.51 -1.33 0.17
C 3.14 -0.31 -0.45
O 2.57 0.53 -1.09
C 4.61 -0.40 -0.25
C 5.20 -1.65 -0.06
C 6.57 -1.77 0.10
C 7.37 -0.63 0.07
C 6.80 0.62 -0.11
C 5.42 0.73 -0.28
Cl 4.75 2.30 -0.47
H 0.10 1.68 2.80
H 0.13 2.43 1.17
H 1.57 2.52 2.23
H -1.42 0.63 1.36
H -3.51 -0.30 0.91
H -5.56 -2.93 -0.33
H -4.46 0.09 -2.06
H -3.73 2.47 -2.18
H -5.68 3.44 1.26
H -6.54 1.10 1.55
H -1.57 -3.09 -0.71
H 0.92 -3.13 -0.81
H 4.58 -2.53 -0.04
H 7.02 -2.74 0.24
H 8.44 -0.71 0.19
H 7.41 1.51 -0.13
*
```

Summary:
- E_HOMO: -8.43 eV
- SMILES: COc1cc(/C=N/NC(=O)c2ccncc2)ccc1OC(=O)c1ccccc1Cl
- LUMO energy: -0.002 hartree
- ΔE to the lowest compared entry with this formula, charge and spin: 5.9 kcal per mole
- Kohn-Sham gap: 8.4 eV

***

4.
The following is a quantum chemistry calculation of a structure of composition C21H16F3FeN7O6S2 at a distorted geometry, from OMol25.

Structure (ORCA input):
```
! RIJCOSX wB97M-V def2-TZVPD def2/J DEFGRID3
* xyz 0 1
Fe 0.23 0.30 -0.04
C 4.37 -0.13 -1.13
C 2.89 -0.16 -0.98
N 2.21 0.61 -0.22
N 2.90 1.46 0.66
C 3.21 0.92 1.90
N 3.25 1.84 2.88
S 3.58 -0.69 2.12
C 2.03 -1.12 -1.73
C 2.50 -1.92 -2.74
C 1.63 -2.82 -3.34
C 0.32 -2.88 -2.91
C -0.09 -2.01 -1.90
N 0.74 -1.15 -1.34
H 4.84 -0.01 -0.15
H 4.66 0.71 -1.76
H 4.74 -1.05 -1.57
H 2.37 2.32 0.72
H 2.56 2.58 2.87
H 3.44 1.46 3.79
H 3.53 -1.86 -3.06
H 1.98 -3.47 -4.13
H -0.38 -3.58 -3.33
H -1.11 -1.99 -1.55
F -4.68 1.67 -3.70
C -4.03 1.17 -2.63
F -4.63 1.66 -1.54
F -4.23 -0.15 -2.64
C -2.56 1.52 -2.68
C -2.06 2.24 -3.74
C -0.69 2.52 -3.81
C 0.11 2.06 -2.78
N -0.37 1.39 -1.74
C -1.69 1.09 -1.66
S -2.09 0.18 -0.25
H -2.72 2.58 -4.52
H -0.27 3.08 -4.63
H 1.18 2.24 -2.78
O 0.33 2.64 3.27
C -0.03 1.79 2.46
O 0.23 1.78 1.21
C -0.77 0.55 2.91
C -1.89 0.63 3.72
C -2.61 -0.53 3.97
C -2.28 -1.76 3.43
C -1.16 -1.80 2.64
C -0.39 -0.68 2.38
N -0.81 -3.06 1.97
O -1.30 -4.08 2.40
O -0.07 -2.99 1.01
N -3.81 -0.44 4.83
O -4.09 0.64 5.29
O -4.44 -1.46 5.02
H -2.20 1.57 4.14
H -2.88 -2.63 3.62
H 0.53 -0.78 1.80
*
```

Summary:
- E_HOMO (alpha / beta): -8.17 / -8.17 eV
- LUMO energy (alpha / beta): -0.043 / -0.041 hartree
- ΔE to the lowest compared entry with this formula, charge and spin: 3.0 kcal per mole
- Kohn-Sham gap (alpha / beta): 7.0 / 7.0 eV

***

5.
The following is a quantum chemistry calculation of a structure of composition C21H16N6O2PdSSe at a distorted geometry, from OMol25.

Structure (ORCA input):
```
! RIJCOSX wB97M-V def2-TZVPD def2/J DEFGRID3
* xyz 0 1
Pd 0.24 0.33 -0.28
O -3.72 1.13 0.45
C -2.66 0.60 0.21
N -1.47 0.69 0.86
C -1.28 1.27 2.09
O -2.11 1.64 2.88
C 0.20 1.42 2.38
C 0.61 2.00 3.57
C 1.97 2.13 3.82
C 2.87 1.68 2.87
C 2.40 1.11 1.71
N 1.10 0.99 1.48
C -2.50 -0.28 -1.01
C -3.59 -0.96 -1.52
C -3.40 -1.80 -2.61
C -2.13 -1.92 -3.16
C -1.09 -1.20 -2.60
N -1.28 -0.39 -1.56
H -0.15 2.32 4.27
H 2.31 2.58 4.74
H 3.94 1.77 3.03
H 3.06 0.73 0.94
H -4.55 -0.82 -1.05
H -4.23 -2.36 -3.02
H -1.94 -2.58 -3.99
H -0.08 -1.26 -2.98
Se 0.94 -2.10 0.28
C 2.68 -2.18 -0.53
C 3.79 -2.60 0.20
C 5.03 -2.67 -0.43
N 5.25 -2.34 -1.70
C 4.18 -1.94 -2.39
C 2.91 -1.85 -1.87
H 3.69 -2.87 1.24
H 5.90 -3.00 0.13
H 4.36 -1.67 -3.42
H 2.09 -1.51 -2.49
S 1.56 1.43 -2.16
C 0.29 2.48 -1.81
N -0.81 2.52 -2.65
C -1.95 3.16 -2.31
C -2.01 3.88 -1.16
C -0.81 3.94 -0.40
N 0.28 3.29 -0.71
H -0.77 1.93 -3.47
H -2.78 3.06 -3.00
H -2.90 4.38 -0.85
H -0.78 4.54 0.50
*
```

Summary:
- E_HOMO (alpha / beta): -6.95 / -6.94 eV
- LUMO energy (alpha / beta): -0.029 / -0.031 hartree
- ΔE to the lowest compared entry with this formula, charge and spin: 36.3 kcal per mole
- Kohn-Sham gap (alpha / beta): 6.2 / 6.1 eV

***

6.
The following is a quantum chemistry calculation of a structure of composition C21H16N6O8S5Sr at a distorted geometry, from OMol25.

Structure (ORCA input):
```
! RIJCOSX wB97M-V def2-TZVPD def2/J DEFGRID3
* xyz -2 1
Sr 1.08 -0.45 0.63
O -2.84 -1.78 3.04
C -1.58 -1.49 2.66
O -1.27 -0.39 2.28
C -0.64 -2.64 2.79
C -0.95 -3.81 3.45
C 0.05 -4.77 3.57
C 1.30 -4.50 3.06
C 1.53 -3.30 2.38
N 0.56 -2.40 2.27
C 2.91 -2.94 1.82
O 3.84 -3.64 2.22
O 2.92 -1.96 1.03
H -3.37 -0.99 2.84
H -1.95 -3.98 3.84
H -0.15 -5.70 4.07
H 2.13 -5.19 3.14
O 5.64 3.87 0.28
C 5.31 3.57 -0.96
O 5.89 4.06 -1.91
C 4.22 2.58 -1.15
C 3.82 2.11 -2.39
N 2.83 1.24 -2.20
N 2.53 1.12 -0.91
C 3.36 1.92 -0.24
C 3.18 2.01 1.26
O 3.98 2.73 1.90
O 2.20 1.38 1.73
H 5.08 3.35 0.96
H 4.19 2.36 -3.37
H 2.16 0.77 -2.85
C -3.61 -2.15 -2.89
N -3.68 -0.82 -2.31
C -4.50 0.22 -2.69
C -4.14 1.31 -2.01
N -3.05 0.95 -1.20
C -2.76 -0.40 -1.38
S -1.61 -1.42 -0.80
C -2.33 1.91 -0.46
C -3.00 3.05 -0.02
C -2.26 4.06 0.57
C -0.89 3.90 0.70
C -0.33 2.71 0.27
N -1.03 1.71 -0.28
H -4.36 -2.21 -3.69
H -3.80 -2.90 -2.13
H -2.61 -2.31 -3.28
H -5.26 0.10 -3.45
H -4.48 2.32 -2.09
H -4.07 3.12 -0.12
H -2.76 4.96 0.92
H -0.27 4.66 1.14
H 0.73 2.53 0.39
S 0.31 0.21 -3.57
S 0.27 -1.86 -3.68
S 1.23 -2.52 -1.91
S 0.33 -4.27 -1.28
*
```

Summary:
- E_HOMO: -0.39 eV
- LUMO energy: 0.136 hartree
- ΔE to the lowest compared entry with this formula, charge and spin: 45.6 kcal per mole
- Kohn-Sham gap: 4.1 eV

***

7.
The following is a quantum chemistry calculation of a structure of composition C21H17AuBrF4NO8P3, from OMol25.

Structure (ORCA input):
```
! RIJCOSX wB97M-V def2-TZVPD def2/J DEFGRID3
* xyz 1 1
Au 1.35 -0.42 -0.56
C 4.25 2.82 2.17
C 3.80 2.16 0.88
O 4.37 2.84 -0.22
P 4.29 0.38 0.86
O 4.14 -0.22 2.30
O 5.85 0.41 0.64
O 3.59 -0.39 -0.24
P 1.98 2.09 0.71
O 1.40 3.53 1.05
O 1.46 1.03 1.64
O 1.75 1.79 -0.78
H 5.33 2.69 2.32
H 3.74 2.39 3.03
H 4.05 3.89 2.11
H 4.02 2.47 -1.04
H 3.24 -0.44 2.60
H 6.23 -0.39 0.26
H 1.21 3.65 1.99
F -2.73 -6.39 -0.93
C -2.34 -5.13 -0.84
C -3.28 -4.13 -0.66
F -4.56 -4.42 -0.59
C -2.85 -2.81 -0.55
F -3.78 -1.87 -0.39
C -1.51 -2.48 -0.60
P -0.93 -0.79 -0.23
C -1.22 -0.08 -1.92
C -0.34 -0.30 -2.99
C -0.63 0.18 -4.26
C -1.82 0.86 -4.47
C -2.72 1.05 -3.43
C -2.42 0.60 -2.15
C -1.89 0.28 0.81
C -2.62 -0.20 1.90
C -3.22 0.69 2.77
C -3.06 2.06 2.57
C -2.32 2.54 1.51
C -1.73 1.65 0.62
C -0.60 -3.50 -0.82
Br 1.25 -3.15 -1.09
C -1.00 -4.81 -0.94
F -0.12 -5.78 -1.16
H 0.58 -0.85 -2.87
H 0.06 0.02 -5.07
H -2.06 1.23 -5.46
H -3.65 1.56 -3.60
H -3.13 0.76 -1.36
H -2.72 -1.27 2.07
H -3.80 0.32 3.60
H -3.52 2.76 3.26
H -2.20 3.61 1.36
H -1.13 2.03 -0.20
O 1.38 -1.51 3.05
C 0.65 -1.45 2.15
N -0.08 -1.57 1.19
*
```

Summary:
- E_HOMO: -12.53 eV
- LUMO energy: -0.199 hartree
- ΔE to the lowest compared entry with this formula, charge and spin: 18.6 kcal per mole
- Kohn-Sham gap: 7.1 eV

***

8.
The following is a quantum chemistry calculation of a structure of composition C21H17BF4N4O3PdS at a distorted geometry, from OMol25.

Structure (ORCA input):
```
! RIJCOSX wB97M-V def2-TZVPD def2/J DEFGRID3
* xyz -2 1
Pd 0.54 1.01 0.60
O 4.56 2.07 -0.58
S 3.31 1.65 0.03
O 2.77 2.66 0.94
N 2.17 1.24 -1.00
C 2.34 0.16 -1.78
C 3.57 -0.28 -2.27
C 3.67 -1.42 -3.06
C 2.56 -2.15 -3.41
C 1.30 -1.75 -2.94
C 0.12 -2.47 -3.23
C -1.06 -2.07 -2.65
C -1.06 -0.98 -1.78
N 0.01 -0.26 -1.53
C 1.17 -0.61 -2.10
C 3.69 0.23 1.08
C 4.99 0.08 1.53
C 5.27 -0.91 2.45
C 4.26 -1.75 2.90
C 2.97 -1.60 2.43
C 2.67 -0.59 1.52
H 4.45 0.29 -2.01
H 4.65 -1.73 -3.39
H 2.65 -3.04 -4.02
H 0.18 -3.33 -3.88
H -1.98 -2.61 -2.84
H -1.96 -0.68 -1.26
H 5.75 0.75 1.15
H 6.28 -1.02 2.84
H 4.49 -2.53 3.62
H 2.18 -2.24 2.79
H 1.64 -0.43 1.18
N 1.01 4.73 0.23
C -0.33 4.79 0.25
O -0.95 5.83 0.02
C -0.98 3.51 0.60
C -2.16 3.13 -0.02
C -2.68 1.87 0.25
C -2.05 1.06 1.18
N -1.01 1.46 1.93
C -0.43 2.64 1.59
H 1.53 5.56 -0.01
H 1.52 3.87 0.40
H -2.64 3.78 -0.74
H -3.58 1.52 -0.25
H -2.41 0.07 1.41
H 0.28 3.04 2.32
F 0.02 -1.97 3.55
B -0.69 -2.29 2.40
F -0.34 -1.42 1.36
F -2.05 -2.22 2.64
F -0.36 -3.60 2.03
*
```

Summary:
- E_HOMO: -1.06 eV
- LUMO energy: 0.174 hartree
- Kohn-Sham gap: 5.8 eV